# 1
{"formula": "C24H32FI2N2O4", "method": "ωB97M-V/def2-TZVPD", "e_tot_ha": -2038.86335, "fmax_ev_per_a": 6.5, "total_charge": -1, "symbols": ["C", "C", "C", "I", "N", "N", "C", "C", "C", "C", "C", "C", "C", "C", "C", "C", "C", "C", "C", "I", "C", "C", "C", "C", "C", "O", "O", "C", "F", "H", "H", "H", "H", "H", "H", "H", "H", "H", "H", "H", "H", "H", "H", "H", "H", "H", "H", "H", "H", "H", "H", "H", "H", "H", "H", "H", "H", "O", "C", "C", "O", "H", "H", "H", "H"], "coordinates": [[0.872008, 6.535429, -0.004910], [1.009684, 5.151620, 0.865614], [-0.528083, 4.728184, 1.210941], [-1.017648, 5.474718, 3.235159], [-0.681419, 3.227857, 1.298536], [0.445205, 2.588974, 1.668514], [0.400873, 1.178290, 1.735738], [1.772133, 0.403876, 2.134742], [2.921637, 0.966738, 1.148845], [3.679541, -0.156588, 0.297658], [4.107865, 0.212256, -1.184893], [4.887115, -0.783371, -2.115459], [5.277356, -2.218589, -1.616382], [4.854140, -2.588603, -0.140916], [4.076320, -1.579296, 0.793451], [-0.923075, 0.433222, 1.387310], [-0.936401, -1.178521, 1.476289], [-0.234506, -1.796082, 0.163334], [-0.593268, -3.374584, -0.051836], [-0.605586, -0.618316, -1.665073], [-2.242098, 1.215599, 0.993968], [-3.630319, 0.520534, 0.620923], [-4.917842, 1.134300, 1.357544], [-6.238915, 0.791025, 0.454455], [-6.214228, 1.499469, -0.980335], [-6.006000, 2.725264, -1.196839], [-6.403539, 0.673344, -2.160344], [-2.013907, 2.772242, 0.970504], [-3.099513, 3.658789, 0.611858], [0.192913, 6.267694, -0.908315], [0.389559, 7.377972, 0.602381], [1.902108, 6.783928, -0.434789], [1.516673, 4.403270, 0.165696], [1.616934, 5.428763, 1.793279], [-1.167887, 5.184874, 0.383697], [1.679833, -0.724324, 1.960018], [2.073510, 0.651693, 3.215628], [2.513687, 1.740093, 0.397886], [3.731395, 1.518781, 1.769650], [3.867220, 1.259166, -1.585488], [5.166489, -0.437908, -3.167087], [5.834944, -2.925400, -2.315706], [5.160863, -3.643915, 0.217173], [3.831888, -1.916459, 1.859248], [-1.959343, -1.620700, 1.731168], [-0.242596, -1.446393, 2.369432], [0.919341, -1.774806, 0.295145], [-1.734284, -3.423524, -0.136537], [-0.044682, -3.707532, -1.013855], [-0.173344, -3.957619, 0.856410], [-3.706642, 0.525405, -0.536480], [-3.595981, -0.603867, 0.907421], [-5.128074, 0.686258, 2.395383], [-4.915752, 2.271477, 1.474489], [-6.289360, -0.352876, 0.325145], [-7.203895, 1.137385, 0.984752], [-5.677161, 0.853106, -2.803765], [1.666895, -5.251742, -1.418352], [2.146382, -5.771935, -2.533867], [1.209587, -7.017977, -2.993805], [1.700528, -7.548192, -4.098520], [3.174913, -6.172666, -2.497786], [2.201300, -5.106234, -3.413222], [0.184891, -6.607911, -3.046020], [1.139618, -7.675666, -2.108801]], "forces_ev_per_a": [[-0.196, -1.382, -0.343], [-1.021, 1.785, -0.691], [2.093, -2.015, -1.177], [-0.210, 0.512, 0.074], [-3.491, 4.508, -2.466], [0.890, -5.238, 0.806], [-3.304, 1.012, -0.692], [-0.446, 1.234, -0.994], [1.159, -0.293, -0.337], [1.942, -2.178, -2.747], [1.018, -3.223, 1.150], [-1.014, -0.896, 3.584], [-2.419, 3.297, 2.772], [-0.376, 2.761, -1.777], [1.031, 0.806, -3.274], [0.632, 0.548, 0.731], [1.188, 1.669, 0.072], [0.729, -1.951, 1.181], [0.445, 1.450, -0.349], [0.065, -0.588, 0.700], [2.274, 4.144, 0.660], [0.764, -0.164, 0.344], [-1.237, 0.423, -0.962], [-0.157, -0.392, -0.192], [1.122, 3.152, -1.917], [-0.741, -4.754, 1.554], [0.903, 0.328, 2.123], [-0.811, -6.460, 0.270], [3.469, -1.744, 0.999], [1.070, 0.704, 1.414], [0.888, -1.147, -0.918], [-1.479, 0.038, 0.771], [-0.778, 0.768, 1.380], [-0.830, -1.003, -1.297], [0.391, -0.847, 1.681], [-0.055, 1.804, 0.480], [-0.711, -0.497, -1.603], [0.483, -1.305, 1.298], [-1.354, -0.888, -0.969], [0.318, -1.798, 0.678], [-0.471, -0.595, 1.697], [-0.951, 1.020, 1.306], [-0.780, 2.058, -0.427], [0.355, 0.556, -1.782], [1.371, 0.656, -0.739], [-1.199, 0.233, -1.463], [-1.980, 0.357, -0.388], [1.627, -0.332, 0.103], [-1.077, 0.157, 1.729], [-0.845, 0.882, -1.521], [-0.131, 0.197, 1.871], [0.168, 1.937, -0.506], [0.631, 0.526, -1.603], [0.391, -1.631, -0.247], [-0.061, 1.821, -0.025], [1.566, -0.474, -0.808], [-0.867, 0.348, 0.740], [0.466, -0.648, -1.285], [1.616, 2.953, 1.661], [-1.556, -2.958, -1.780], [-0.491, 0.765, 1.379], [-0.223, -0.672, 0.491], [-0.835, 0.022, -0.092], [0.212, 0.666, -0.459], [0.818, -0.025, 0.133]]}

# 2
{"formula": "C24H32GaN2O14", "method": "ωB97M-V/def2-TZVPD", "e_tot_ha": -4021.50656, "fmax_ev_per_a": 2.2, "total_charge": -1, "symbols": ["C", "C", "C", "N", "Ga", "C", "C", "O", "C", "C", "C", "C", "C", "C", "O", "C", "N", "H", "H", "H", "H", "H", "H", "H", "H", "H", "H", "H", "H", "H", "H", "H", "H", "C", "C", "O", "C", "O", "O", "H", "H", "H", "H", "C", "C", "O", "C", "O", "O", "H", "H", "H", "H", "C", "C", "O", "C", "O", "O", "H", "H", "H", "H", "C", "C", "O", "C", "O", "O", "H", "H", "H", "H"], "coordinates": [[-0.893948, -0.590666, 7.616065], [-0.748044, -1.803530, 6.627397], [0.078304, -1.347769, 5.400961], [-0.752816, -0.977306, 4.236969], [0.186437, 0.045079, 2.900133], [0.117672, -0.912019, 1.089795], [0.247545, 0.010496, -0.080467], [-0.623398, 0.108381, -0.937803], [1.492358, 0.846044, -0.279008], [2.666611, 0.446569, 0.333142], [3.843129, 1.148398, 0.245910], [3.857247, 2.299407, -0.524753], [2.700769, 2.673249, -1.160011], [1.520078, 1.990199, -1.043964], [1.962210, 0.576462, 3.439819], [2.761995, -0.379567, 3.589379], [3.462009, -1.274262, 3.909873], [-0.645157, 0.349447, 7.115416], [-0.176957, -0.691206, 8.436274], [-1.922007, -0.565205, 7.990797], [-1.720815, -2.196055, 6.328811], [-0.136231, -2.533129, 7.168575], [0.712768, -0.490452, 5.682853], [0.735124, -2.175429, 5.097253], [-1.535263, -0.449541, 4.613215], [-0.645207, 1.414811, 2.720522], [0.818656, -1.756092, 1.018617], [-0.881898, -1.354808, 1.009805], [2.662036, -0.471732, 0.913957], [4.708716, 0.775734, 0.782365], [4.789851, 2.850037, -0.587211], [2.735213, 3.562583, -1.785813], [0.630778, 2.325733, -1.565887], [0.117811, 2.255160, -5.192691], [-0.587840, 3.229973, -6.099845], [-0.267768, 4.492456, -5.516978], [0.881112, 4.337106, -4.807028], [1.504634, 5.230862, -4.336941], [1.221019, 3.027412, -4.709088], [0.465399, 1.367261, -5.716074], [-0.498754, 1.947858, -4.345873], [-0.201476, 3.206298, -7.122427], [-1.663318, 3.072614, -6.122540], [-3.533826, -1.627172, -0.863410], [-4.259733, -1.893601, -2.157332], [-5.349629, -2.721247, -1.741284], [-5.574672, -2.472632, -0.422475], [-6.517268, -2.873471, 0.180357], [-4.589853, -1.711153, 0.103951], [-3.057490, -0.650419, -0.841215], [-2.786118, -2.388934, -0.637700], [-4.660272, -0.982260, -2.607787], [-3.640462, -2.406969, -2.889382], [5.790902, -3.338185, 3.183380], [6.465896, -3.994671, 4.359696], [6.953811, -5.218505, 3.797684], [7.091425, -5.031660, 2.459599], [7.632310, -5.799235, 1.728959], [6.535899, -3.862402, 2.070966], [5.846917, -2.255286, 3.215319], [4.747168, -3.631791, 3.081784], [7.314000, -3.416723, 4.734072], [5.781093, -4.189338, 5.181107], [-6.083257, 3.257369, -6.053998], [-5.443906, 1.955384, -6.476968], [-4.160654, 2.022747, -5.852689], [-4.261916, 2.869405, -4.790919], [-3.422961, 3.015293, -3.967657], [-5.451318, 3.522258, -4.801305], [-7.161340, 3.179144, -5.934329], [-5.860559, 4.076186, -6.741548], [-5.977372, 1.083077, -6.094049], [-5.345403, 1.863928, -7.556328]], "forces_ev_per_a": [[-0.301, -0.677, -0.456], [1.213, 1.493, 0.438], [-0.380, -0.538, -0.578], [0.649, -0.196, 0.540], [-2.111, 0.412, -0.538], [0.209, -0.051, -0.240], [0.074, -0.156, -0.634], [-0.216, 0.113, 0.272], [-0.118, -0.716, 0.716], [-0.083, -1.008, 0.692], [0.119, 0.024, -0.077], [0.807, -0.583, 0.671], [0.304, 1.613, -0.975], [-0.656, -0.187, -0.308], [0.408, -0.366, -0.286], [0.816, -1.122, 1.506], [-0.655, 1.177, -0.976], [-0.311, -0.048, -0.004], [-0.270, 0.016, 0.050], [0.255, 0.290, 0.265], [0.195, -0.159, -0.031], [-0.489, -0.356, -0.199], [0.162, -0.394, 0.349], [0.035, 0.259, -0.014], [0.032, 0.222, -0.315], [0.347, 0.019, 0.011], [0.137, 0.315, 0.052], [0.098, 0.107, 0.191], [-0.022, 0.125, 0.003], [0.049, 0.165, -0.120], [-0.230, 0.214, -0.245], [-0.123, -0.058, 0.058], [0.025, -0.033, 0.104], [-0.109, -0.406, 0.139], [-0.302, -0.109, -0.287], [0.199, -0.142, 0.080], [0.067, 0.007, 0.120], [0.041, 0.068, -0.004], [-0.174, 0.240, -0.149], [0.214, 0.071, 0.062], [-0.010, 0.074, 0.002], [0.056, 0.011, 0.033], [-0.008, 0.178, 0.112], [0.375, 0.289, 0.023], [0.134, 0.063, -0.254], [0.015, 0.054, 0.126], [0.049, 0.057, 0.178], [-0.098, -0.047, -0.025], [-0.208, -0.198, -0.310], [-0.004, -0.023, 0.209], [-0.031, 0.001, 0.014], [-0.015, 0.006, 0.056], [-0.131, -0.145, 0.021], [-0.222, 0.294, 0.012], [-0.053, 0.131, 0.288], [0.002, 0.074, -0.161], [-0.038, 0.067, -0.112], [0.057, -0.081, -0.011], [0.164, -0.272, 0.244], [-0.034, -0.016, -0.189], [0.009, 0.054, -0.004], [0.018, -0.021, -0.053], [0.030, -0.185, -0.047], [-0.255, 0.132, -0.132], [-0.139, -0.201, -0.233], [-0.142, 0.173, 0.030], [0.081, 0.083, 0.278], [0.111, -0.035, -0.075], [0.088, -0.207, -0.188], [0.039, 0.045, 0.193], [0.044, -0.024, 0.007], [0.007, 0.033, 0.044], [0.199, -0.006, 0.040]]}